Arrangement A

{
  "formula": "C10H10N2O2",
  "method": "ωB97M-V/def2-TZVPD",
  "gap_ev": 8.3,
  "charge": 0,
  "molar_mass_da": 190.20,
  "elements": ["H", "H", "O", "C", "H", "H", "C", "H", "C", "H", "C", "N", "H", "C", "C", "C", "C", "H", "N", "C", "C", "H", "O", "H"],
  "coordinates": [[0.11, -3.46, -3.05], [-2.02, -4.17, -1.78], [2.88, 3.44, 1.70], [0.76, 0.21, -0.29], [-2.75, -2.75, 0.02], [2.17, 3.73, 2.30], [-0.29, -2.83, -2.33], [1.85, 0.06, -0.62], [1.05, 2.16, 1.26], [1.30, -1.33, -2.44], [-1.21, 1.02, 0.84], [0.52, 2.84, 2.20], [-1.54, 1.27, 1.88], [0.33, -1.56, -2.01], [-1.91, -2.40, -0.43], [0.24, 1.13, 0.59], [-1.20, -1.23, -0.09], [2.76, 1.73, 0.44], [2.28, 2.51, 0.88], [-0.06, -0.85, -0.83], [-1.45, -3.19, -1.53], [-1.68, 1.44, -0.02], [-1.69, -0.40, 0.88], [-0.47, 2.63, 2.42]]
}


Arrangement B

{
  "formula": "C10H10N2O2",
  "method": "ωB97M-V/def2-TZVPD",
  "gap_ev": 9.2,
  "charge": 0,
  "molar_mass_da": 190.20,
  "elements": ["C", "C", "H", "N", "H", "C", "C", "C", "H", "O", "H", "H", "H", "H", "H", "O", "H", "C", "N", "H", "C", "C", "C", "C"],
  "coordinates": [[-2.39, 1.49, 0.38], [-2.80, -0.75, 1.10], [-4.23, -1.85, -0.18], [2.75, -1.63, -0.19], [4.74, -1.94, 0.30], [1.80, -0.72, -0.58], [-2.20, 0.51, 1.33], [-3.09, 1.28, -0.85], [-4.37, -0.25, -1.82], [0.74, -1.00, -1.00], [5.10, 0.46, 1.01], [-2.60, -1.69, 1.72], [-1.96, 2.47, 0.49], [1.46, 1.07, -1.38], [-3.21, 1.95, -1.76], [3.39, 2.46, -0.12], [2.31, -2.64, 0.05], [4.12, 0.21, 0.43], [2.08, 0.60, -0.40], [-1.58, 0.72, 2.21], [-3.57, -0.93, -0.02], [3.29, 1.28, 0.04], [-3.74, 0.04, -0.97], [3.95, -1.12, 0.21]]
}


Arrangement C

{
  "formula": "C10H10N2O2",
  "method": "ωB97M-V/def2-TZVPD",
  "gap_ev": 9.7,
  "charge": 0,
  "molar_mass_da": 190.20,
  "elements": ["C", "O", "C", "H", "H", "C", "C", "N", "H", "H", "C", "C", "C", "H", "H", "H", "H", "H", "C", "C", "H", "N", "C", "O"],
  "coordinates": [[1.55, -0.85, -1.59], [-3.78, -0.79, -1.19], [1.59, 0.57, -1.58], [2.48, -1.39, 1.66], [-2.86, 1.30, -1.34], [1.75, -1.56, -0.38], [-1.45, 1.53, 0.20], [-2.18, 0.77, -0.71], [2.06, 2.40, -0.59], [-1.07, -1.01, 2.53], [2.12, -0.83, 0.78], [2.02, 1.36, -0.43], [-2.78, -0.45, -0.49], [-2.75, -2.21, 0.86], [2.80, 0.97, 1.62], [1.14, -1.39, -2.38], [1.24, 0.99, -2.49], [-0.20, 1.05, 1.86], [-2.32, -1.20, 0.69], [-1.38, -0.64, 1.51], [1.85, -2.62, -0.42], [-0.92, 0.68, 1.18], [2.33, 0.58, 0.68], [-1.24, 2.73, 0.01]]
}


Which of them is the least stable? Correct choice: arrangement A.


Arrangement A

{
  "formula": "C3H5FO2",
  "method": "ωB97M-V/def2-TZVPD",
  "gap_ev": 11.0,
  "charge": 0,
  "molar_mass_da": 92.07,
  "elements": ["H", "H", "H", "F", "O", "H", "C", "H", "C", "C", "O"],
  "coordinates": [[-0.89, 0.38, -1.64], [-1.01, -1.22, -0.79], [-1.56, -0.22, 1.07], [1.76, 0.76, -0.75], [1.51, -1.04, 0.61], [2.16, -1.48, -0.02], [0.96, 0.07, 0.09], [-1.66, 1.52, 0.62], [-0.59, -0.18, -0.74], [-1.03, 0.57, 0.54], [0.35, 0.82, 1.02]]
}


Arrangement B

{
  "formula": "C3H5FO2",
  "method": "ωB97M-V/def2-TZVPD",
  "gap_ev": 8.8,
  "charge": 0,
  "molar_mass_da": 92.07,
  "elements": ["H", "C", "C", "H", "H", "O", "H", "C", "H", "O", "F"],
  "coordinates": [[0.39, -1.82, -1.37], [0.90, -1.44, -0.42], [-1.32, 0.39, 0.38], [0.25, 1.57, 1.44], [1.77, 0.18, -1.44], [-0.78, -0.85, 0.07], [-1.04, 2.50, 0.98], [-0.65, 1.52, 0.81], [1.16, -1.90, 0.51], [1.81, -0.52, -0.71], [-2.48, 0.37, -0.25]]
}


Arrangement C

{
  "formula": "C3H5FO2",
  "method": "ωB97M-V/def2-TZVPD",
  "gap_ev": 10.9,
  "charge": 0,
  "molar_mass_da": 92.07,
  "elements": ["H", "C", "C", "O", "H", "F", "H", "H", "C", "O", "H"],
  "coordinates": [[-0.30, -1.57, -1.68], [-0.17, 0.85, 0.59], [-0.04, -0.62, 0.16], [0.08, -1.56, 0.92], [-0.96, 1.22, 0.07], [-0.40, 0.47, -2.00], [1.24, -0.55, -1.49], [-0.03, 0.10, 2.44], [0.16, -0.63, -1.36], [-0.31, 0.94, 2.01], [0.74, 1.35, 0.34]]
}


Which of them is the least stable? Correct choice: arrangement B.


Arrangement A

{
  "formula": "C15H35N5O5",
  "method": "ωB97M-V/def2-TZVPD",
  "gap_ev": 9.5,
  "charge": 0,
  "molar_mass_da": 365.47,
  "elements": ["C", "H", "O", "H", "H", "H", "H", "H", "H", "H", "N", "C", "C", "C", "H", "H", "H", "H", "C", "H", "O", "C", "C", "N", "C", "H", "H", "C", "C", "C", "C", "H", "H", "H", "H", "C", "H", "N", "H", "N", "O", "H", "C", "H", "H", "H", "H", "H", "N", "O", "H", "H", "H", "H", "O", "H", "H", "C", "H", "H"],
  "coordinates": [[20.17, -1.79, -15.43], [18.27, 5.48, -15.88], [23.65, 6.24, -17.58], [22.74, 2.67, -18.59], [21.01, -1.78, -14.74], [18.20, 2.59, -13.43], [26.19, 8.03, -15.36], [26.87, 8.98, -12.93], [22.68, -0.47, -20.46], [23.09, 7.45, -13.71], [24.88, 8.51, -13.68], [25.15, 8.22, -15.07], [18.43, 2.92, -14.45], [20.83, -3.20, -17.35], [22.00, 2.34, -16.96], [20.92, 4.34, -15.93], [17.86, 4.07, -16.80], [19.90, -3.76, -17.28], [24.60, -2.05, -20.37], [24.87, 9.00, -15.78], [19.25, 2.44, -15.26], [23.75, 8.07, -13.09], [22.76, 2.88, -17.52], [20.61, -1.89, -16.86], [17.58, 4.64, -15.92], [26.40, 0.01, -22.00], [21.17, 5.82, -16.75], [16.78, 4.71, -13.62], [25.84, 9.34, -12.91], [26.01, -0.02, -20.98], [23.65, 5.06, -17.63], [16.98, 5.78, -13.72], [24.96, -2.57, -21.25], [19.49, -2.61, -15.23], [25.50, 9.57, -11.90], [20.62, -0.81, -17.69], [26.77, -0.49, -20.35], [24.71, -0.63, -20.58], [21.56, -3.75, -16.75], [22.66, 4.31, -17.21], [23.55, 1.40, -20.87], [17.16, 4.26, -12.70], [21.28, 4.75, -16.88], [20.62, 4.44, -17.69], [21.18, -3.17, -18.38], [25.91, 10.22, -13.56], [24.64, 7.30, -15.32], [20.47, 0.14, -17.17], [17.58, 3.99, -14.67], [20.80, -0.83, -18.94], [23.69, 2.43, -17.15], [23.67, -2.45, -19.97], [15.71, 4.54, -13.70], [19.67, -0.82, -15.35], [23.35, 8.34, -11.88], [24.58, 4.55, -17.94], [25.36, -2.34, -19.65], [23.56, 0.17, -20.60], [26.03, 1.02, -20.65], [16.65, 5.11, -16.24]]
}


Arrangement B

{
  "formula": "C15H35N5O5",
  "method": "ωB97M-V/def2-TZVPD",
  "gap_ev": 9.4,
  "charge": 0,
  "molar_mass_da": 365.47,
  "elements": ["H", "O", "H", "H", "H", "C", "O", "H", "C", "H", "H", "H", "O", "H", "H", "N", "C", "H", "H", "H", "H", "H", "C", "C", "C", "C", "C", "H", "H", "H", "H", "H", "H", "H", "H", "C", "O", "H", "H", "H", "H", "C", "H", "O", "H", "N", "H", "H", "C", "H", "N", "C", "C", "N", "C", "H", "H", "N", "H", "C"],
  "coordinates": [[-36.13, -17.26, 35.67], [-32.70, -14.59, 34.99], [-32.27, -3.46, 35.13], [-30.77, -5.00, 33.84], [-32.16, -16.98, 39.46], [-31.98, -3.98, 36.05], [-30.04, -12.30, 37.43], [-36.31, -14.98, 34.23], [-31.43, -16.34, 38.97], [-31.28, -16.86, 38.03], [-34.75, -17.71, 36.31], [-35.22, -15.86, 33.28], [-30.70, -16.90, 41.76], [-34.69, -14.31, 33.84], [-32.67, -13.98, 40.69], [-34.61, -15.71, 35.31], [-29.98, -16.24, 41.02], [-32.57, -10.44, 42.13], [-31.29, -12.24, 35.76], [-31.25, -9.18, 34.72], [-32.63, -9.72, 35.65], [-28.90, -5.08, 36.63], [-29.91, -9.53, 37.09], [-35.07, -17.10, 35.47], [-33.34, -15.44, 35.63], [-29.72, -4.36, 36.77], [-35.25, -15.20, 34.14], [-29.09, -15.70, 41.37], [-29.04, -9.38, 36.45], [-35.21, -17.65, 34.54], [-32.77, -16.08, 36.33], [-29.16, -14.10, 39.29], [-33.93, -10.89, 41.05], [-29.73, -14.88, 37.87], [-29.74, -10.03, 38.04], [-32.36, -13.16, 40.05], [-30.67, -10.03, 41.02], [-33.40, -12.13, 42.17], [-29.48, -5.81, 34.57], [-30.40, -8.59, 37.33], [-31.52, -13.48, 39.42], [-30.99, -11.05, 40.38], [-31.08, -6.40, 34.94], [-29.80, -3.45, 37.57], [-32.00, -3.23, 36.83], [-32.05, -11.85, 40.72], [-33.25, -13.16, 39.43], [-30.48, -11.43, 39.48], [-30.50, -5.49, 34.78], [-32.78, -4.71, 36.16], [-30.29, -15.87, 39.69], [-29.35, -15.09, 38.87], [-33.08, -11.25, 41.61], [-30.86, -10.45, 36.38], [-30.73, -11.78, 36.59], [-32.12, -15.52, 38.79], [-31.73, -10.79, 34.50], [-30.68, -4.62, 35.88], [-28.35, -15.52, 38.87], [-31.66, -10.03, 35.27]]
}


Which of them is the least stable? Correct choice: arrangement B.


Arrangement A

{
  "formula": "C2H4NP",
  "method": "ωB97M-V/def2-TZVPD",
  "gap_ev": 10.0,
  "charge": 0,
  "molar_mass_da": 73.03,
  "elements": ["P", "H", "H", "H", "N", "C", "C", "H"],
  "coordinates": [[0.68, -2.50, -1.57], [0.45, 0.96, 1.35], [-0.97, -0.23, 1.32], [-1.74, 1.34, -0.53], [-0.78, 1.30, -0.13], [-0.47, 0.67, 0.88], [1.31, -1.32, -0.79], [1.52, -0.24, -0.52]]
}


Arrangement B

{
  "formula": "C2H4NP",
  "method": "ωB97M-V/def2-TZVPD",
  "gap_ev": [4.9, 5.0],
  "charge": 0,
  "molar_mass_da": 73.03,
  "elements": ["C", "H", "N", "H", "H", "H", "C", "P"],
  "coordinates": [[-0.02, -0.05, -0.95], [-0.07, 0.48, -2.82], [-0.51, -0.10, -2.05], [-0.14, -1.40, 0.48], [-0.30, 1.68, 2.09], [1.19, -0.53, 0.62], [0.18, -0.37, 0.38], [-0.34, 0.29, 2.26]]
}


Which of them is the least stable? Correct choice: arrangement B.


Arrangement A

{
  "formula": "C3H8NO2",
  "method": "ωB97M-V/def2-TZVPD",
  "gap_ev": 10.6,
  "charge": 1,
  "molar_mass_da": 90.10,
  "elements": ["H", "H", "H", "C", "O", "H", "H", "N", "H", "O", "H", "C", "H", "C"],
  "coordinates": [[3.41, -0.08, 0.93], [-1.82, -1.09, 0.90], [-0.45, -1.05, -1.00], [-0.75, -0.09, -0.61], [1.79, -1.12, -0.93], [0.33, 0.51, 1.14], [-2.73, -0.45, -0.26], [-1.91, -0.25, 0.34], [-2.17, 0.61, 0.81], [2.75, 0.41, 0.43], [-1.16, 0.51, -1.42], [1.74, -0.15, -0.23], [0.53, 1.65, -0.15], [0.43, 0.59, 0.05]]
}


Arrangement B

{
  "formula": "C3H8NO2",
  "method": "ωB97M-V/def2-TZVPD",
  "gap_ev": 10.6,
  "charge": 1,
  "molar_mass_da": 90.10,
  "elements": ["C", "C", "H", "H", "H", "H", "H", "C", "N", "O", "H", "H", "O", "H"],
  "coordinates": [[-0.08, 0.04, -1.07], [2.79, -0.35, 0.32], [-1.18, 1.63, 0.77], [3.20, -0.93, -0.57], [-2.22, 0.53, 1.18], [0.41, -0.79, -1.49], [-1.44, -1.53, 1.03], [-1.84, 0.87, 0.31], [-1.01, -0.18, -0.18], [1.67, 0.06, 0.18], [-2.64, 1.32, -0.31], [0.11, 1.08, -1.37], [-1.30, -1.49, 0.13], [3.52, -0.25, 1.06]]
}


Arrangement C

{
  "formula": "C3H8NO2",
  "method": "ωB97M-V/def2-TZVPD",
  "gap_ev": 9.4,
  "charge": 1,
  "molar_mass_da": 90.10,
  "elements": ["H", "H", "H", "O", "O", "H", "N", "H", "C", "C", "H", "H", "C", "H"],
  "coordinates": [[-1.55, 1.48, -1.27], [1.18, 1.06, -0.01], [-1.26, 2.06, 0.49], [-1.66, 0.19, 0.50], [-0.03, -0.65, -1.03], [-2.94, 1.73, -0.05], [2.02, -1.05, 0.14], [2.44, -1.14, 1.07], [-0.85, -0.67, 0.13], [0.95, -0.07, -0.01], [2.77, -0.91, -0.57], [-0.72, -1.49, 0.89], [-1.89, 1.44, -0.22], [1.55, -1.98, -0.06]]
}


Arrangement D

{
  "formula": "C3H8NO2",
  "method": "ωB97M-V/def2-TZVPD",
  "gap_ev": 11.2,
  "charge": 1,
  "molar_mass_da": 90.10,
  "elements": ["H", "N", "O", "H", "C", "C", "H", "C", "H", "H", "H", "O", "H", "H"],
  "coordinates": [[0.45, 1.76, 1.41], [0.64, 0.81, 1.12], [-0.69, -1.52, 1.18], [1.52, 0.59, 1.58], [0.96, 0.61, -0.35], [1.37, 1.65, -1.09], [-2.09, -2.20, -1.42], [-1.49, -1.86, 0.33], [0.35, -0.06, -0.93], [1.15, 2.73, -0.66], [-2.50, -2.20, 0.65], [-1.28, -1.89, -0.97], [1.69, 1.56, -2.14], [-0.08, 0.04, 1.29]]
}


Which of them is the least stable? Correct choice: arrangement C.